A molecular structure, C3H2N2O2, computed with the ωB97M-V functional and the def2-TZVPD basis.

Summary:
LUMO (spin up / spin down) ... -1.03 / -1.03 eV
Molar mass ... 98.06 g/mol
F_max ... 0.87 eV/A
Orbital gap (spin up / spin down) ... 8.254 / 8.255 eV
Relative energy (zero: lowest compared OMol25 entry of this formula, charge and spin) ... 104.2 kcal/mol

Geometry as ORCA input:
```
! wB97M-V def2-TZVPD RIJCOSX def2/J DEFGRID3
* xyz 0 1
N 2.212 0.019 0.748
C 1.046 -0.182 0.943
O 0.078 0.705 -0.944
C -1.065 0.277 -1.107
O -1.785 -0.432 -0.298
C -0.106 -0.518 1.541
N -1.305 -0.682 1.332
H 2.536 0.327 -0.166
H -1.611 0.486 -2.048
*
```

=====

2 unconnected molecules or ions with the total composition C5H13OS, computed with the ωB97M-V functional and the def2-TZVPD basis.

Summary:
LUMO ... 3.55 eV
Molar mass ... 121.22 g/mol
F_max ... 0.92 eV/A
Orbital gap ... 6.446 eV
Relative energy (zero: lowest compared OMol25 entry of this formula, charge and spin) ... 31.8 kcal/mol

Geometry as ORCA input:
```
! wB97M-V def2-TZVPD RIJCOSX def2/J DEFGRID3
* xyz -1 1
C -0.266 0.700 1.213
O 0.185 -0.220 0.312
C -1.263 0.072 2.202
C -2.465 -0.522 1.484
H -0.788 1.555 0.715
H 0.560 1.134 1.827
H -1.568 0.799 2.975
H -0.720 -0.711 2.746
H -3.157 -1.007 2.173
H -2.068 -1.211 0.739
H -2.992 0.281 0.955
C 2.743 -0.034 -1.128
S 2.049 -1.097 -2.425
C 0.517 -0.197 -2.711
H 1.963 0.062 -0.339
H 2.929 0.944 -1.582
H 3.680 -0.478 -0.800
H -0.131 -0.790 -3.356
H 0.096 -0.003 -1.718
H 0.694 0.723 -3.283
*
```

=====

11 unconnected molecules or ions with the total composition C60H126O6S2, computed with the ωB97M-V functional and the def2-TZVPD basis.

Summary:
LUMO ... 0.41 eV
Molar mass ... 1007.80 g/mol
F_max ... 1.92 eV/A
Orbital gap ... 9.939 eV
SMILES string ... CCOS(C)(=O)=O.CCOS(C)(=O)=O.c1ccccc1.c1ccccc1.CCCCCC.CCCCCC.CCCCCC.CCCCCC.CCCCCC.CCCCCC.CCCCCC

Geometry as ORCA input:
```
! wB97M-V def2-TZVPD RIJCOSX def2/J DEFGRID3
* xyz 0 1
O -4.141 5.793 -3.691
S -5.211 4.861 -3.785
O -6.340 5.114 -4.602
O -4.659 3.419 -4.182
C -3.265 3.131 -3.898
C -2.922 1.836 -4.594
C -5.743 4.529 -2.136
H -3.053 2.960 -2.835
H -2.648 3.932 -4.309
H -3.367 1.809 -5.591
H -3.242 0.937 -4.065
H -1.853 1.668 -4.759
H -4.890 4.171 -1.568
H -6.612 3.879 -2.065
H -6.093 5.471 -1.707
O 3.291 -4.182 -4.881
S 2.153 -4.012 -4.035
O 0.957 -4.720 -4.319
O 2.577 -4.324 -2.522
C 3.938 -3.956 -2.209
C 4.219 -4.345 -0.788
C 1.772 -2.277 -3.932
H 4.072 -2.877 -2.319
H 4.615 -4.456 -2.894
H 3.837 -5.323 -0.496
H 3.764 -3.653 -0.067
H 5.288 -4.286 -0.576
H 1.332 -2.023 -4.888
H 2.706 -1.770 -3.703
H 1.090 -2.101 -3.106
C 5.544 1.707 -0.961
C 5.982 0.547 -0.351
C 6.539 -0.457 -1.134
C 6.666 -0.326 -2.520
C 6.152 0.811 -3.127
C 5.552 1.804 -2.354
H 5.130 2.580 -0.465
H 5.920 0.413 0.721
H 7.054 -1.277 -0.636
H 7.302 -1.000 -3.079
H 6.315 0.933 -4.196
H 5.081 2.666 -2.811
C -0.701 1.481 3.954
C -0.783 0.114 3.817
C -1.027 -0.680 4.915
C -1.262 -0.071 6.147
C -1.264 1.300 6.276
C -0.933 2.091 5.193
H -0.501 2.077 3.074
H -0.386 -0.272 2.880
H -0.950 -1.757 4.846
H -1.535 -0.716 6.977
H -1.492 1.815 7.202
H -0.893 3.173 5.247
C -6.630 0.671 -3.054
C -7.722 0.677 -1.981
C -7.729 -0.523 -1.001
C -6.334 -0.945 -0.494
C -6.418 -2.063 0.550
C -5.057 -2.527 1.084
H -6.772 1.499 -3.745
H -6.759 -0.247 -3.635
H -5.650 0.725 -2.590
H -7.672 1.628 -1.437
H -8.687 0.704 -2.504
H -8.256 -1.371 -1.438
H -8.270 -0.208 -0.100
H -5.764 -1.313 -1.355
H -5.749 -0.117 -0.078
H -6.959 -1.756 1.449
H -6.902 -2.929 0.087
H -4.358 -2.871 0.319
H -4.623 -1.812 1.786
H -5.208 -3.424 1.707
C 4.282 6.096 -0.809
C 3.758 6.009 -2.247
C 2.543 5.092 -2.360
C 2.197 4.680 -3.796
C 0.728 4.292 -3.962
C 0.274 4.147 -5.417
H 5.004 6.898 -0.648
H 4.747 5.144 -0.541
H 3.475 6.319 -0.101
H 3.539 7.020 -2.605
H 4.604 5.646 -2.850
H 1.709 5.662 -1.917
H 2.694 4.214 -1.715
H 2.408 5.531 -4.457
H 2.829 3.826 -4.056
H 0.563 3.350 -3.432
H 0.122 5.075 -3.497
H 1.106 4.188 -6.125
H -0.237 3.197 -5.584
H -0.434 4.922 -5.709
C -3.521 -7.139 -0.641
C -3.517 -6.056 -1.695
C -2.298 -5.122 -1.503
C -2.011 -4.156 -2.654
C -3.040 -3.063 -2.893
C -2.758 -2.260 -4.160
H -2.771 -7.900 -0.850
H -4.495 -7.643 -0.638
H -3.350 -6.756 0.366
H -3.487 -6.534 -2.680
H -4.393 -5.409 -1.674
H -1.408 -5.617 -1.113
H -2.656 -4.518 -0.642
H -0.971 -3.847 -2.513
H -2.004 -4.753 -3.584
H -4.065 -3.453 -2.899
H -3.032 -2.370 -2.034
H -1.704 -1.941 -4.151
H -2.824 -2.853 -5.077
H -3.385 -1.374 -4.246
C -3.493 5.392 0.875
C -2.555 6.555 0.566
C -1.082 6.148 0.531
C -0.546 5.811 1.916
C 0.873 5.277 2.003
C 1.055 3.914 1.323
H -3.266 4.542 0.227
H -4.529 5.677 0.676
H -3.434 5.052 1.911
H -2.847 6.881 -0.441
H -2.719 7.401 1.238
H -0.511 7.005 0.151
H -0.942 5.325 -0.180
H -0.627 6.750 2.487
H -1.203 5.124 2.473
H 1.559 5.972 1.497
H 1.215 5.218 3.036
H 2.108 3.652 1.152
H 0.757 3.166 2.059
H 0.608 3.837 0.336
C -0.574 -2.831 1.304
C 0.311 -4.035 1.645
C 1.405 -3.731 2.630
C 2.331 -4.910 2.848
C 1.780 -6.023 3.728
C 1.439 -5.578 5.112
H -1.251 -2.508 2.106
H -1.228 -3.157 0.491
H 0.025 -1.977 0.987
H -0.270 -4.917 1.918
H 0.741 -4.259 0.654
H 0.875 -3.439 3.542
H 2.025 -2.905 2.271
H 2.570 -5.318 1.858
H 3.298 -4.595 3.261
H 0.915 -6.457 3.218
H 2.513 -6.828 3.828
H 0.645 -4.829 5.079
H 1.160 -6.411 5.753
H 2.281 -5.079 5.606
C 6.819 -4.178 7.041
C 5.483 -3.534 6.740
C 5.630 -2.248 5.938
C 4.308 -1.709 5.392
C 4.517 -0.613 4.366
C 3.190 -0.162 3.747
H 7.308 -4.541 6.130
H 6.729 -5.022 7.724
H 7.549 -3.458 7.430
H 4.895 -4.211 6.103
H 4.868 -3.391 7.632
H 6.293 -2.463 5.089
H 6.099 -1.436 6.505
H 3.765 -2.515 4.873
H 3.700 -1.423 6.253
H 4.987 0.270 4.816
H 5.170 -0.951 3.558
H 2.822 -1.005 3.164
H 2.482 0.171 4.509
H 3.332 0.738 3.141
C 2.553 0.553 0.120
C 1.952 0.509 -1.283
C 0.521 0.045 -1.425
C -0.480 0.934 -0.712
C -1.918 0.553 -0.915
C -2.913 1.443 -0.172
H 3.409 -0.092 0.282
H 1.871 0.239 0.921
H 2.758 1.608 0.283
H 2.123 1.465 -1.781
H 2.550 -0.173 -1.905
H 0.428 -0.961 -0.997
H 0.260 -0.011 -2.485
H -0.235 1.068 0.349
H -0.337 1.955 -1.114
H -2.143 0.637 -1.987
H -2.051 -0.511 -0.683
H -3.053 2.390 -0.693
H -3.870 0.941 -0.033
H -2.563 1.673 0.844
*
```

=====

A molecular structure, C17H40BHfNNbO3S2, computed with the ωB97M-V functional and the def2-TZVPD basis.

Summary:
LUMO ... -11.53 eV
Molar mass ... 652.85 g/mol
F_max ... 6.29 eV/A
Orbital gap ... 5.335 eV

Geometry as ORCA input:
```
! wB97M-V def2-TZVPD RIJCOSX def2/J DEFGRID3
* xyz 3 1
C -3.046 4.124 2.582
C -2.443 3.986 1.185
C -3.105 2.849 0.352
C -2.268 1.624 0.642
N -2.884 0.337 0.435
C -2.963 -0.187 -0.963
C -2.295 0.542 -2.148
C -0.933 -0.074 -2.592
C 0.293 0.462 -1.873
Nb 2.141 0.036 -3.150
C 4.109 -0.523 -4.046
C 5.056 0.616 -3.692
C 5.844 0.265 -2.447
O 5.005 0.114 -1.307
B 2.240 -1.760 -1.612
O 2.719 -1.390 -0.411
O 1.838 -2.941 -2.027
C 1.965 -4.047 -1.075
C 0.873 -4.059 -0.028
C -2.552 -0.642 1.445
S -1.044 -1.414 1.513
S -3.711 -1.089 2.680
C -2.918 -0.407 4.187
C -1.771 -1.269 4.768
C -1.743 -1.292 6.309
H -2.558 4.935 3.114
H -4.095 4.390 2.488
H -2.927 3.210 3.166
H -1.370 3.677 1.331
H -2.390 4.920 0.639
H -4.142 2.698 0.627
H -3.027 3.148 -0.689
H -1.245 1.807 0.096
H -2.070 1.710 1.784
H -4.021 -0.288 -1.193
H -2.584 -1.207 -0.962
H -2.244 1.626 -2.080
H -2.935 0.334 -3.001
H -0.990 -1.158 -2.610
H -0.838 0.235 -3.642
H 0.392 -0.071 -0.923
H 0.257 1.536 -1.697
H 2.982 1.198 -1.973
H 1.716 1.422 -4.248
H 1.262 -1.095 -4.273
H 4.065 -0.673 -5.125
H 4.509 -1.443 -3.595
H 4.501 1.549 -3.495
H 5.724 0.851 -4.521
H 6.419 -0.651 -2.550
H 6.566 1.056 -2.238
H 4.684 0.980 -1.022
H 3.663 -1.605 -0.286
H 1.900 -4.966 -1.645
H 2.958 -4.050 -0.637
H 0.738 -5.097 0.272
H -0.088 -3.740 -0.425
H 1.140 -3.526 0.881
H -2.515 0.583 3.980
H -3.679 -0.291 4.955
H -0.831 -0.814 4.427
H -1.803 -2.293 4.414
H -1.083 -0.528 6.712
H -2.720 -1.164 6.765
H -1.333 -2.248 6.616
Hf -0.397 1.182 1.834
*
```

=====

A molecular structure, C9H18FHfO3, computed with the ωB97M-V functional and the def2-TZVPD basis.

Summary:
LUMO (spin up / spin down) ... -9.37 / -9.83 eV
Molar mass ... 371.73 g/mol
F_max ... 8.47 eV/A
⟨S²⟩ ... 0.7517
Orbital gap (spin up / spin down) ... 6.904 / 6.738 eV

Geometry as ORCA input:
```
! wB97M-V def2-TZVPD RIJCOSX def2/J DEFGRID3
* xyz 2 2
Hf -0.823 1.366 0.788
F 0.696 -0.393 0.723
C -2.222 -2.631 1.228
C -2.321 -1.769 -0.002
O -2.166 -0.542 0.032
C -2.597 -2.462 -1.323
H -2.267 -1.971 2.094
H -1.292 -3.190 1.342
H -3.081 -3.280 1.397
H -3.536 -3.012 -1.394
H -1.755 -3.148 -1.412
H -2.634 -1.743 -2.141
C 1.950 2.021 4.609
C 2.017 1.898 3.059
O 1.004 1.890 2.354
C 3.461 1.952 2.517
H 2.803 1.578 5.123
H 0.993 1.574 4.880
H 1.963 3.084 4.848
H 4.116 1.580 3.304
H 3.583 3.018 2.325
H 3.588 1.359 1.611
C -0.344 -0.960 -3.650
C -0.118 0.348 -2.976
O -0.156 0.458 -1.749
C 0.040 1.499 -3.847
H 0.567 -1.256 -4.171
H -1.166 -1.000 -4.365
H -0.587 -1.659 -2.850
H 0.113 2.460 -3.338
H -0.770 1.576 -4.572
H 0.941 1.356 -4.443
*
```

=====

2 unconnected molecules or ions with the total composition C3H10NO, computed with the ωB97M-V functional and the def2-TZVPD basis.

Summary:
LUMO ... -6.42 eV
Molar mass ... 76.12 g/mol
F_max ... 4.70 eV/A
Orbital gap ... 7.377 eV
Relative energy (zero: lowest compared OMol25 entry of this formula, charge and spin) ... 68.0 kcal/mol

Geometry as ORCA input:
```
! wB97M-V def2-TZVPD RIJCOSX def2/J DEFGRID3
* xyz 1 1
C -1.330 1.778 -1.010
N -0.148 2.137 -0.615
H -2.076 2.418 -1.480
H -1.845 0.824 -0.692
H 0.380 1.263 -0.098
H -0.004 3.089 -0.282
C -0.117 -1.366 0.638
O 0.173 -1.560 2.016
C 1.146 -1.155 -0.247
H -0.808 -0.443 0.552
H -0.803 -2.253 0.344
H 1.081 -1.664 2.249
H 1.711 -0.292 0.177
H 0.838 -0.801 -1.219
H 1.801 -1.974 -0.333
*
```

=====

A molecular structure, C58H41MgN4O2Te, computed with the ωB97M-V functional and the def2-TZVPD basis.

Summary:
LUMO ... 1.70 eV
Molar mass ... 977.90 g/mol
F_max ... 1.40 eV/A
Orbital gap ... 5.613 eV
Relative energy (zero: lowest compared OMol25 entry of this formula, charge and spin) ... 16.1 kcal/mol

Geometry as ORCA input:
```
! wB97M-V def2-TZVPD RIJCOSX def2/J DEFGRID3
* xyz -1 1
Mg -1.227 0.165 0.959
C -4.793 6.462 -1.248
C -5.295 5.401 -0.507
C -4.494 4.309 -0.216
C -3.171 4.261 -0.651
C -2.675 5.329 -1.394
C -3.480 6.418 -1.692
C -2.339 3.064 -0.357
C -2.629 1.889 -1.065
C -3.550 1.802 -2.180
C -3.382 0.573 -2.720
C -2.408 -0.110 -1.891
N -1.965 0.718 -0.920
C -2.105 -1.474 -2.021
C -1.522 -2.249 -1.009
C -1.383 -3.687 -1.036
C -0.847 -4.050 0.156
C -0.599 -2.829 0.884
C 0.157 -2.749 2.060
C 0.529 -4.033 2.716
C -0.365 -4.688 3.557
C -0.033 -5.910 4.123
C 1.195 -6.495 3.850
C 2.096 -5.845 3.018
C 1.767 -4.620 2.458
C 0.704 -1.563 2.564
N 0.504 -0.324 2.042
C 1.325 0.526 2.705
C 1.399 1.910 2.491
C 2.492 2.674 3.150
C 2.541 2.866 4.529
C 3.564 3.606 5.103
C 4.561 4.156 4.310
C 4.520 3.969 2.935
C 3.495 3.235 2.360
C 0.473 2.642 1.734
C 0.349 4.085 1.802
C -0.755 4.411 1.088
C -1.264 3.173 0.537
N -0.506 2.132 0.953
C 2.098 -0.205 3.684
C 1.687 -1.496 3.619
N -1.025 -1.764 0.157
C -2.493 -2.143 -3.290
C -3.484 -3.120 -3.342
C -3.816 -3.729 -4.543
C -3.156 -3.375 -5.712
C -2.165 -2.405 -5.670
C -1.842 -1.788 -4.470
H -5.423 7.311 -1.482
H -6.321 5.427 -0.161
H -4.889 3.475 0.351
H -1.653 5.291 -1.752
H -3.088 7.237 -2.283
H -4.221 2.584 -2.498
H -3.895 0.141 -3.564
H -1.661 -4.327 -1.857
H -0.603 -5.041 0.503
H -1.324 -4.230 3.768
H -0.737 -6.416 4.771
H 1.451 -7.453 4.287
H 3.053 -6.301 2.797
H 2.464 -4.105 1.807
H 1.752 2.452 5.145
H 3.578 3.758 6.176
H 5.366 4.721 4.763
H 5.286 4.405 2.305
H 3.461 3.089 1.288
H 0.992 4.743 2.363
H -1.177 5.390 0.930
H 2.839 0.220 4.341
H 2.026 -2.330 4.212
H -4.007 -3.389 -2.432
H -4.596 -4.479 -4.571
H -3.414 -3.850 -6.650
H -1.640 -2.124 -6.575
H -1.068 -1.033 -4.438
C -4.484 0.903 2.962
C -3.199 0.394 2.310
O -2.098 0.686 2.832
O -3.292 -0.279 1.258
H -4.336 1.045 4.031
H -5.298 0.206 2.775
H -4.739 1.863 2.510
Te 1.571 -0.732 -0.701
C 3.665 -0.242 -0.689
C 4.416 0.178 -1.782
C 5.756 0.509 -1.641
C 6.374 0.428 -0.402
C 5.636 0.013 0.698
C 4.299 -0.318 0.553
C 1.630 -1.347 -2.759
C 1.678 -2.699 -3.083
C 1.770 -3.108 -4.406
C 1.815 -2.163 -5.423
C 1.737 -0.813 -5.113
C 1.633 -0.410 -3.788
H 3.952 0.253 -2.757
H 6.315 0.848 -2.506
H 7.419 0.687 -0.291
H 6.102 -0.051 1.674
H 3.728 -0.644 1.416
H 1.646 -3.434 -2.287
H 1.837 -4.162 -4.644
H 1.901 -2.478 -6.455
H 1.775 -0.071 -5.901
H 1.554 0.643 -3.543
*
```

=====

2 unconnected molecules or ions with the total composition C4H14NO2, computed with the ωB97M-V functional and the def2-TZVPD basis.

Summary:
LUMO ... -2.75 eV
Molar mass ... 108.16 g/mol
F_max ... 2.02 eV/A
Orbital gap ... 11.819 eV
Relative energy (zero: lowest compared OMol25 entry of this formula, charge and spin) ... 25.8 kcal/mol

Geometry as ORCA input:
```
! wB97M-V def2-TZVPD RIJCOSX def2/J DEFGRID3
* xyz 1 1
O -2.218 1.576 0.002
C -1.293 1.279 -1.062
C -0.979 -0.189 -0.856
N 0.149 -0.316 0.159
C 0.920 -1.610 0.021
C 2.110 -1.477 -0.917
H -2.480 2.497 -0.073
H -1.865 1.388 -1.990
H -0.443 1.963 -1.114
H -1.809 -0.664 -0.346
H -0.694 -0.698 -1.768
H -0.227 -0.241 1.108
H 0.785 0.437 0.069
H 1.263 -1.886 0.994
H 0.201 -2.322 -0.356
H 2.867 -2.229 -0.716
H 1.788 -1.644 -1.945
H 2.632 -0.540 -0.739
H -1.027 1.530 3.173
H 0.457 1.621 3.551
O -0.138 1.526 2.804
*
```